# 1
57
Properties=species:S:1:pos:R:3 method="wB97M-V/def2-TZVPD" e_lumo_ev=0.29 homo_lumo_gap_ev=8.0 homo_ev=-7.7 max_force_ha_per_bohr=0.34024
C 8.43 0.39 0.75
H 8.35 0.71 1.68
O 7.54 -0.40 0.18
C 6.16 -0.06 0.11
C 5.72 1.07 0.33
C 4.30 1.53 0.43
C 3.32 0.58 0.09
C 3.80 -0.56 -0.55
C 5.09 -0.93 -0.42
O 5.67 -2.23 -0.66
C 4.68 -2.96 -1.13
H 5.24 -3.94 -1.45
H 3.99 -3.59 -0.52
H 4.29 -2.74 -2.04
H 3.07 -1.29 -0.92
C 1.95 1.05 -0.07
C 0.94 0.21 -0.49
C -0.24 1.22 -0.38
C 0.43 2.59 -0.14
O 1.63 2.42 0.20
C -0.32 3.83 0.05
H -0.74 4.04 1.32
H -1.11 4.11 -0.48
H 0.43 4.64 0.14
C -1.59 1.05 -1.01
O -1.78 -0.02 -1.52
N -2.53 1.45 -0.16
H -2.24 2.54 0.44
C -4.02 1.29 -0.14
C -4.69 2.58 -0.30
O -4.27 3.82 -0.16
O -6.02 2.38 -0.87
H -6.44 3.29 -0.76
H -4.11 0.58 -1.16
C -4.45 0.48 1.01
C -3.57 -0.49 1.17
C -2.40 -0.83 1.62
N -1.93 -2.08 1.87
C -2.80 -2.75 0.81
C -2.83 -3.96 0.41
C -3.66 -4.60 -0.34
C -4.95 -3.62 -0.59
C -4.98 -2.45 -0.32
C -3.91 -2.08 0.50
H -5.82 -1.70 -0.69
H -5.43 -4.14 -1.48
H -3.63 -5.64 -0.85
H -1.75 -4.88 0.61
H -1.03 -2.35 1.86
H -2.03 -0.06 2.45
H -5.45 0.36 0.84
H -4.26 1.23 1.83
H 1.01 -0.59 -0.92
H 4.12 2.53 0.75
H 6.52 1.91 0.96
H 9.35 -0.09 0.84
H 8.45 1.20 -0.06


# 2
59
Properties=species:S:1:pos:R:3 method="wB97M-V/def2-TZVPD" e_lumo_ev=-6.29 total_charge=+1 homo_lumo_gap_ev=4.3 homo_ev=-10.5 max_force_ha_per_bohr=0.11683
C -4.72 -0.82 -0.44
C -3.48 -1.16 0.21
C -3.11 -2.39 0.62
C -1.81 -2.21 1.15
C -1.31 -1.03 0.69
B -1.89 1.23 2.35
N -1.52 2.22 1.23
C -1.58 2.28 -0.29
C -2.45 3.41 1.71
C -3.56 2.73 2.48
O -4.65 3.09 2.88
O -3.18 1.37 2.72
C -0.17 2.26 1.65
C 0.02 1.81 2.99
O 0.69 2.31 3.86
O -0.92 0.72 3.19
O -2.44 -0.29 0.53
H -5.27 -1.73 -0.71
H -5.33 -0.09 0.09
H -4.60 -0.42 -1.42
H -3.72 -3.28 0.50
H -1.33 -3.05 1.61
H -1.26 3.29 -0.49
H -0.83 1.56 -0.74
H -2.57 2.12 -0.75
H -1.97 4.22 2.26
H -2.86 3.94 0.83
H -0.27 -0.17 0.77
H 0.66 2.66 1.04
C 1.21 3.14 -4.08
C 1.64 2.28 -2.95
C 1.71 0.90 -3.07
F 1.89 0.40 -4.32
C 1.62 0.06 -1.98
C 1.40 0.60 -0.70
C 0.94 -0.29 0.47
C 1.57 -1.65 0.47
C 2.86 -1.75 -0.09
C 3.56 -2.94 -0.26
F 4.79 -2.88 -0.89
C 3.10 -4.18 0.22
C 3.95 -5.43 0.12
C 1.81 -4.10 0.80
C 1.12 -2.89 0.93
C 1.95 1.92 -0.58
C 2.02 2.77 -1.70
H 1.20 4.21 -3.81
H 1.86 3.01 -4.97
H 0.19 2.88 -4.45
H 1.82 -1.00 -2.14
H 1.27 0.25 1.40
H 3.39 -0.86 -0.45
H 3.50 -6.28 0.63
H 4.25 -5.79 -0.89
H 4.87 -5.21 0.66
H 1.29 -5.03 1.08
H 0.11 -2.92 1.24
H 2.31 2.34 0.37
H 2.22 3.84 -1.57


# 3
74
Properties=species:S:1:pos:R:3 method="wB97M-V/def2-TZVPD" e_lumo_ev="0.51 / 0.21" total_charge=-1 homo_lumo_gap_ev="4.9 / 4.5" homo_ev="-4.4 / -4.3" max_force_ha_per_bohr=0.04464 multiplicity=4
Tc -0.37 -0.49 -0.71
Se -1.62 2.56 2.21
Se -0.77 3.18 4.17
Se 0.43 1.27 5.13
Se -0.06 -0.51 3.91
Br -1.45 -0.20 -5.66
C -0.46 -1.51 -4.72
C 0.26 -2.48 -5.41
C 0.96 -3.44 -4.72
Br 1.94 -4.73 -5.71
C 0.97 -3.49 -3.31
C 1.62 -4.45 -2.51
C 1.54 -4.34 -1.15
C 0.85 -3.27 -0.57
N 0.27 -2.31 -1.28
C 0.28 -2.46 -2.64
C -0.47 -1.46 -3.33
O -1.12 -0.59 -2.62
H 0.27 -2.47 -6.49
H 2.17 -5.26 -2.98
H 2.01 -5.06 -0.51
H 0.80 -3.14 0.50
N -1.81 -0.90 0.88
C -2.82 -1.88 1.13
C -2.80 -2.56 2.35
C -3.85 -3.39 2.70
C -4.89 -3.58 1.81
C -4.89 -2.96 0.58
C -3.85 -2.11 0.24
S -6.38 -4.48 2.36
O -6.93 -3.50 3.29
O -5.88 -5.69 2.98
O -7.16 -4.67 1.15
H -1.14 -0.95 1.66
H -2.22 0.03 0.96
H -1.98 -2.40 3.04
H -3.90 -3.89 3.66
H -5.72 -3.15 -0.08
H -3.84 -1.62 -0.72
C 2.23 1.48 1.50
C 2.11 0.06 0.92
O 0.85 -0.42 0.95
C 3.05 -0.87 1.75
F 2.98 -0.62 3.06
F 4.34 -0.73 1.42
F 2.76 -2.16 1.59
C 2.68 0.07 -0.53
F 1.79 0.63 -1.40
F 2.91 -1.16 -1.01
F 3.81 0.76 -0.69
H 1.79 1.47 2.50
H 1.65 2.17 0.89
H 3.26 1.81 1.56
C 0.06 4.01 -0.69
N -1.20 3.71 -1.32
C -1.97 4.85 -1.76
C -2.93 4.41 -2.85
C -3.80 3.31 -2.25
N -2.96 2.25 -1.73
C -3.62 0.97 -1.63
C -1.74 2.47 -1.20
O -1.08 1.57 -0.63
H 0.66 4.65 -1.35
H 0.59 3.07 -0.52
H -0.09 4.51 0.27
H -1.27 5.60 -2.14
H -2.52 5.29 -0.92
H -2.37 4.01 -3.69
H -3.55 5.24 -3.19
H -4.45 2.88 -3.02
H -4.43 3.72 -1.46
H -4.14 0.76 -2.57
H -4.35 0.98 -0.81
H -2.88 0.20 -1.47


# 4
67
Properties=species:S:1:pos:R:3 method="wB97M-V/def2-TZVPD" e_lumo_ev="-0.90 / -0.90" homo_lumo_gap_ev="5.7 / 5.7" homo_ev="-6.6 / -6.6" max_force_ha_per_bohr=0.00857 multiplicity=2
Ti 0.58 -0.90 0.29
Br -1.22 3.94 5.69
C -0.56 2.58 4.55
C -0.31 1.31 5.07
C 0.17 0.31 4.24
C 0.41 0.56 2.88
O 0.86 -0.42 2.12
C 0.15 1.84 2.37
C 0.50 2.17 1.01
N 0.84 1.28 0.14
C 1.48 1.71 -1.04
C 1.20 2.84 -1.76
C 2.01 3.15 -2.88
C 3.09 2.38 -3.22
C 3.39 1.21 -2.48
C 4.49 0.36 -2.72
C 4.67 -0.74 -1.93
C 3.73 -1.03 -0.93
N 2.70 -0.27 -0.67
C 2.55 0.86 -1.41
C -0.33 2.85 3.22
H -0.51 1.10 6.11
H 0.35 -0.68 4.62
H 0.68 3.22 0.78
H 0.35 3.46 -1.49
H 1.78 4.03 -3.46
H 3.71 2.65 -4.06
H 5.18 0.59 -3.53
H 5.51 -1.41 -2.08
H 3.82 -1.94 -0.35
H -0.54 3.83 2.81
N 1.99 -2.79 1.32
N 1.89 -3.92 0.48
C 1.25 -3.67 -0.72
N 0.84 -4.69 -1.47
N 1.18 -2.41 -1.04
N 0.42 -1.91 -2.10
O -0.08 -0.77 -1.56
O -0.28 -2.63 -2.85
H 2.93 -2.72 1.69
H 1.31 -2.86 2.08
H 1.61 -4.77 0.94
H 0.82 -5.63 -1.10
H 0.28 -4.45 -2.28
N -1.43 -0.01 0.52
C -2.61 -0.89 0.49
C -2.60 -1.74 1.75
C -1.28 -2.46 1.90
O -0.94 -3.07 2.90
O -0.52 -2.41 0.83
H -1.47 0.55 1.38
H -1.50 0.69 -0.21
H -2.53 -1.52 -0.40
H -3.51 -0.29 0.41
H -3.40 -2.48 1.74
H -2.76 -1.12 2.64
Se -2.12 3.41 0.10
C -3.08 2.29 -1.09
C -2.47 1.56 -2.11
C -3.22 0.67 -2.88
N -4.53 0.48 -2.72
C -5.12 1.20 -1.77
C -4.46 2.09 -0.94
H -1.41 1.65 -2.31
H -2.73 0.08 -3.65
H -6.19 1.05 -1.66
H -5.00 2.63 -0.18